Entry 1:
DFT (wB97M-V/def2-TZVPD) results for a cluster of 2 separate species, C4H7O in total at a distorted geometry.

Output
Relative energy (zero: lowest compared OMol25 entry of this formula, charge and spin)   3.9737 eV
E_HOMO (spin up / spin down)   -9.190 / -9.219 eV
LUMO level (spin up / spin down)   0.807 / -0.598 eV
Electronic energy   -231.618672 Eh

The geometry in ORCA input format:
```
! RIJCOSX wB97M-V def2-TZVPD def2/J DEFGRID3
* xyz 0 2
C 1.34019 0.26866 0.75699
C 0.49683 0.04293 -0.52385
C -1.31287 -0.39824 -1.40542
O -2.46977 -0.54321 -1.53159
C 0.77851 0.84197 2.00822
H 1.80494 -0.66599 1.02343
H 2.17892 0.89257 0.48065
H 0.77953 0.82418 -1.25888
H 0.96144 -0.82671 -1.02363
H -0.69074 -0.59147 -2.31259
H 0.06112 0.08959 2.38547
H 0.03239 1.56963 1.65536
*
```

Entry 2:
DFT (wB97M-V/def2-TZVPD) results for an isolated molecule of C8H10BrClFN3O at a distorted geometry.

Output
SMILES   CC(C)(CF)C(=O)\N=C/N=C\N=C(/Cl)Br
Relative energy (zero: lowest compared OMol25 entry of this formula, charge and spin)   0.7546 eV
E_HOMO   -9.028 eV
LUMO level   -0.425 eV
Electronic energy   -3684.311368 Eh

The geometry in ORCA input format:
```
! RIJCOSX wB97M-V def2-TZVPD def2/J DEFGRID3
* xyz 0 1
C 1.66859 -0.32077 2.60303
C 0.37762 -1.97472 3.80882
C -0.11895 0.47530 1.10521
C 1.06194 -0.09316 -0.85704
C -1.48330 -0.24394 -0.85555
C -0.30478 2.05792 -0.90182
C -0.25720 0.55702 -0.40760
C -0.21378 -0.32462 5.40432
N 1.23732 -1.48929 3.05320
N 1.20229 0.22342 1.53652
N -0.42252 -1.27357 4.63951
O -0.97274 0.60340 1.96180
F 0.69235 2.80220 -0.30488
Cl 1.43294 0.29736 5.88474
Br -1.64323 0.75025 6.01329
H 2.61957 -0.02319 2.99240
H 0.19573 -3.04535 3.77144
H 2.02450 0.23158 -0.32511
H 1.23366 0.07175 -1.98894
H 1.10682 -1.16133 -0.78179
H -1.41089 -1.09125 -0.30332
H -1.40355 -0.37369 -2.02650
H -2.42275 0.12303 -0.52577
H -0.30956 2.09760 -1.95776
H -1.23363 2.72431 -0.61634
*
```

Entry 3:
DFT (wB97M-V/def2-TZVPD) results for a structure of composition C68H173N15O24 at a distorted geometry.

Output
Relative energy (zero: lowest compared OMol25 entry of this formula, charge and spin)   62.5389 eV
E_HOMO   -6.491 eV
LUMO level   0.053 eV
Electronic energy   -5319.007569 Eh

The geometry in ORCA input format:
```
! RIJCOSX wB97M-V def2-TZVPD def2/J DEFGRID3
* xyz 0 1
C 1.10939 0.39553 -4.58872
O 0.80927 -0.52576 -5.29347
N 2.27085 1.00027 -4.62666
N 0.14825 0.92824 -3.82220
H 2.33997 1.88387 -4.14234
H 2.90405 0.75727 -5.37507
H 0.37768 1.79122 -3.35026
H -0.76056 0.51418 -3.97296
C 2.32065 3.38335 0.01793
O 1.36729 2.84657 0.59838
N 3.46932 2.84924 -0.28662
N 2.43457 4.68422 -0.11836
H 3.44658 1.84406 -0.38257
H 4.15745 3.45811 -0.70597
H 3.35134 5.10260 -0.18601
H 1.61588 5.20661 0.15903
C 2.33657 -1.06450 -3.08345
O 3.11255 -2.07177 -3.64502
C 3.40206 -3.13495 -2.69611
C 4.34744 -4.12324 -3.35644
N 3.80608 -4.51068 -4.65882
C 4.63953 -5.51403 -5.20619
C 3.88970 -6.01354 -6.45350
O 4.28625 -5.17313 -7.54387
C 4.16747 -5.89757 -8.80207
H 2.61682 -0.03414 -3.30236
H 2.16316 -1.20156 -2.01610
H 1.27412 -1.10275 -3.32394
H 2.44448 -3.60683 -2.47594
H 3.90603 -2.79727 -1.79052
H 4.53899 -4.98116 -2.71195
H 5.32496 -3.64910 -3.44444
H 3.77753 -3.62610 -5.14546
H 4.82591 -6.26967 -4.44306
H 5.62971 -5.25559 -5.58149
H 2.80097 -5.96590 -6.47616
H 4.24002 -7.01537 -6.70192
H 4.93946 -6.66532 -8.85389
H 4.33428 -5.27192 -9.67891
H 3.18754 -6.35222 -8.94742
C -6.97083 4.14002 -3.21466
O -6.41217 2.93129 -2.75207
C -7.41052 1.97548 -2.30132
C -6.77015 1.42692 -0.97726
N -6.68959 2.44735 0.07377
C -5.81191 2.15874 1.25443
C -5.62454 3.38007 2.17809
O -5.00759 4.41841 1.45376
C -4.99099 5.67524 2.14114
H -7.92903 4.40699 -2.76892
H -7.24563 3.98009 -4.25725
H -6.20600 4.91494 -3.16332
H -7.67762 1.25001 -3.06973
H -8.36102 2.42766 -2.01818
H -5.75145 1.09113 -1.17119
H -7.22054 0.47214 -0.70590
H -6.31949 3.27174 -0.37736
H -4.87962 1.73334 0.88297
H -6.32118 1.45463 1.91244
H -5.17257 3.15665 3.14448
H -6.60814 3.78865 2.40984
H -4.31172 6.38389 1.66732
H -4.67067 5.64568 3.18260
H -5.94571 6.19527 2.06257
C 11.46525 3.30753 3.47040
O 10.22661 3.71712 2.85503
C 9.61854 2.64603 2.16893
C 8.49712 3.26068 1.32019
N 8.01757 2.27861 0.34568
C 7.06303 1.26127 0.85788
C 5.61829 1.82923 0.91058
O 4.73836 1.22412 1.85546
C 3.63845 2.12444 2.26835
H 12.11628 2.73311 2.81139
H 11.34120 2.71471 4.37664
H 11.96969 4.19482 3.85298
H 9.26352 1.87178 2.84907
H 10.40815 2.16063 1.59534
H 8.90859 4.19165 0.93021
H 7.74419 3.63808 2.01212
H 7.59235 2.84338 -0.37566
H 7.22029 0.70164 1.77993
H 7.01584 0.46638 0.11354
H 5.19238 1.93546 -0.08713
H 5.69430 2.86791 1.23225
H 2.72931 1.66524 2.65656
H 3.42939 2.80732 1.44490
H 4.02626 2.78343 3.04517
C 9.73356 0.20638 3.70782
O 8.52051 -0.31008 4.24278
C 7.60008 0.76228 4.55156
C 6.16525 0.15171 4.67470
N 5.61642 -0.37749 3.43845
C 4.21092 -0.86295 3.75324
C 3.45146 -1.35821 2.48929
O 2.06707 -1.78188 2.82501
C 1.25772 -2.10124 1.76753
H 10.07020 1.14382 4.15051
H 9.50503 0.44174 2.66836
H 10.41496 -0.64298 3.75660
H 7.57364 1.57384 3.82438
H 7.82326 1.26894 5.49048
H 5.44051 0.87541 5.04769
H 6.21848 -0.58745 5.47401
H 5.48032 0.37816 2.78227
H 3.57760 -0.09579 4.19874
H 4.33437 -1.61486 4.53266
H 4.01569 -2.15542 2.00535
H 3.54335 -0.53031 1.78627
H 1.10905 -1.31371 1.02875
H 0.24265 -2.41862 2.00625
H 1.70973 -2.96022 1.27160
C -3.96565 1.59488 6.06564
O -3.47888 0.29460 5.69928
C -2.58171 -0.21807 6.74660
C -1.82971 -1.47385 6.34503
N -2.83202 -2.43398 5.88674
C -2.32230 -3.60603 5.17878
C -2.39247 -3.46164 3.64600
O -3.57080 -2.69242 3.29566
C -3.74183 -2.78379 1.87137
H -4.25567 1.55562 7.11561
H -4.88648 1.81502 5.52554
H -3.32303 2.43885 5.81496
H -3.05752 -0.33123 7.72071
H -1.85429 0.57791 6.90592
H -1.25064 -1.87797 7.17537
H -1.02192 -1.08134 5.72735
H -3.26010 -2.05130 5.05583
H -3.07328 -4.37177 5.37312
H -1.40782 -4.05197 5.56986
H -2.47046 -4.48213 3.27099
H -1.54456 -2.85677 3.32464
H -4.80112 -2.57440 1.72251
H -3.41384 -3.70992 1.39932
H -3.12867 -2.07733 1.31187
C -6.24176 -7.02195 -1.92852
O -5.77664 -5.71239 -2.34247
C -6.31113 -5.37144 -3.58822
C -6.03156 -3.86997 -3.95302
N -4.59610 -3.61400 -3.71395
C -4.31095 -2.30108 -4.16936
C -2.83336 -2.00854 -3.78781
O -2.63662 -2.09982 -2.41659
C -1.31509 -1.64213 -2.11002
H -6.02599 -7.78768 -2.67364
H -7.32678 -6.99865 -1.82697
H -5.70621 -7.44519 -1.07873
H -7.39725 -5.43931 -3.52619
H -5.94690 -6.08507 -4.32726
H -6.63153 -3.18474 -3.35419
H -6.31664 -3.86541 -5.00508
H -4.34252 -3.61131 -2.73630
H -5.00586 -1.56723 -3.76109
H -4.38277 -2.12431 -5.24253
H -2.58341 -0.99672 -4.10694
H -2.14689 -2.65934 -4.32941
H -0.62442 -2.22992 -2.71465
H -1.15745 -1.71126 -1.03370
H -1.27026 -0.58566 -2.37454
C -3.39210 -6.50144 1.74655
O -3.27389 -5.89299 0.44914
C -3.06050 -6.80818 -0.60743
C -2.42978 -6.02262 -1.78412
N -1.15164 -5.38163 -1.34782
C -0.74497 -4.71383 -2.62381
C 0.44154 -3.78110 -2.38766
O 0.21978 -2.84570 -1.29070
C 1.22327 -1.77075 -1.18217
H -3.81428 -5.70676 2.36166
H -2.47066 -6.70401 2.29246
H -4.09784 -7.33109 1.70531
H -4.00781 -7.29484 -0.83951
H -2.29040 -7.50927 -0.28570
H -3.09933 -5.21527 -2.08075
H -2.18275 -6.69607 -2.60481
H -1.37187 -4.63496 -0.70432
H -1.53495 -4.08636 -3.03650
H -0.57241 -5.36813 -3.47834
H 0.63881 -3.23311 -3.30902
H 1.27353 -4.43877 -2.13594
H 1.08554 -1.11503 -2.04191
H 2.22720 -2.18465 -1.08783
H 1.16517 -1.18627 -0.26397
C -3.96512 3.42492 -2.94635
O -2.94626 3.86412 -2.02526
C -2.72224 3.06289 -0.82610
C -1.50537 3.64951 0.00310
N -1.70308 4.92274 0.59865
C -2.77974 5.01503 1.58330
C -2.50596 4.25068 2.94582
O -1.64409 5.06367 3.73370
C -1.40118 4.52254 5.00752
H -3.91353 2.33621 -2.95880
H -3.79347 3.77691 -3.96357
H -4.96625 3.77598 -2.69616
H -2.42657 2.10275 -1.24896
H -3.60386 2.93218 -0.19860
H -0.63929 3.89420 -0.61182
H -1.28419 2.86001 0.72134
H -0.86676 5.28096 1.03722
H -3.67147 4.59088 1.12176
H -3.14404 6.04128 1.53649
H -1.97854 3.32701 2.70758
H -3.46879 4.10954 3.43689
H -0.86479 5.28141 5.57718
H -0.88857 3.56572 4.90851
H -2.28784 4.30198 5.60189
C -4.17299 -0.21135 -0.11501
O -3.06622 0.74323 -0.26067
C -1.75334 0.30465 -0.01107
C -0.81726 1.46050 0.12377
N 0.61813 1.19649 0.12215
C 1.15032 0.95168 -1.21605
C 2.47175 0.15431 -1.18017
O 3.45502 0.85329 -0.40940
C 4.53174 0.03413 -0.17715
H -4.17048 -0.92762 -0.93663
H -5.13744 0.29570 -0.08604
H -4.06572 -0.79620 0.79851
H -1.40969 -0.18266 -0.92350
H -1.78231 -0.40373 0.81687
H -1.00183 1.92611 1.09188
H -1.10302 2.22046 -0.60349
H 1.18898 2.00715 0.31468
H 1.32283 1.92018 -1.68546
H 0.47220 0.37920 -1.84890
H 2.84908 0.10994 -2.20182
H 2.24727 -0.87797 -0.91167
H 5.34708 0.65720 0.19045
H 4.86055 -0.41672 -1.11348
H 4.37851 -0.88392 0.39013
C -8.54721 -0.55542 3.04062
O -7.45049 0.22675 2.56652
C -6.12746 -0.34913 2.84683
C -5.10050 0.80020 2.73850
N -3.78414 0.21521 2.91118
C -2.75656 1.20813 2.71198
C -1.42520 0.58942 3.06176
O -0.51665 1.69499 3.31048
C 0.91182 1.40209 3.20483
H -8.92558 -1.21322 2.25816
H -9.37052 0.04926 3.42091
H -8.27507 -1.12623 3.92843
H -5.87245 -1.23156 2.25999
H -6.04780 -0.72411 3.86719
H -5.28661 1.51544 3.53968
H -5.03606 1.31258 1.77860
H -3.76397 -0.06865 3.88025
H -2.93078 2.05259 3.37880
H -2.70479 1.58733 1.69138
H -1.13033 -0.08540 2.25817
H -1.51499 0.00944 3.98028
H 1.10058 0.51505 3.80950
H 1.63080 2.21211 3.32740
H 1.17822 1.04417 2.21033
C 6.28311 1.14637 -1.77818
O 5.58548 2.41309 -1.76258
C 5.28719 2.91074 -3.06754
C 4.02535 2.18802 -3.69604
N 2.78298 2.30380 -2.91785
C 2.28189 3.68321 -3.11492
C 0.79520 3.84506 -2.58489
O -0.13762 2.89789 -3.12913
C -1.51762 3.24067 -2.95935
H 6.53969 0.77819 -0.78486
H 7.21594 1.12165 -2.34148
H 5.50067 0.49544 -2.16828
H 6.17853 2.57655 -3.59851
H 5.18019 3.98505 -3.21771
H 4.18464 1.10994 -3.67417
H 3.81873 2.41029 -4.74294
H 2.88478 2.26514 -1.91374
H 2.32415 3.94982 -4.17096
H 2.98230 4.34888 -2.61050
H 0.49383 4.85209 -2.87323
H 0.72370 3.84166 -1.49724
H -1.80338 4.28351 -3.09683
H -1.82933 2.95958 -1.95340
H -2.13455 2.59625 -3.58563
*
```

Entry 4:
DFT (wB97M-V/def2-TZVPD) results for a structure of composition C38H25Br2Cl5CsN6O3 at a distorted geometry.

Output
Relative energy (zero: lowest compared OMol25 entry of this formula, charge and spin)   0.9245 eV
E_HOMO   -4.646 eV
LUMO level   1.879 eV
Electronic energy   -9486.517707 Eh

The geometry in ORCA input format:
```
! RIJCOSX wB97M-V def2-TZVPD def2/J DEFGRID3
* xyz -1 1
Cs 0.03364 -0.66155 -1.46768
O -1.15862 6.95462 -0.65068
C -1.44069 6.21817 -1.83144
C -1.24932 4.74874 -1.57833
C -1.20523 3.86529 -2.64839
C -1.03934 2.51585 -2.39152
N -0.92462 2.01907 -1.16486
C -0.97247 2.86097 -0.13826
C -1.12744 4.23515 -0.29842
C -0.84877 2.24502 1.22087
C -1.44198 2.84172 2.32377
C -1.35892 2.22298 3.56404
C -2.03625 2.82979 4.76361
O -1.73093 4.21165 4.92545
C -0.66204 1.03010 3.64591
C -0.09670 0.50944 2.48994
N -0.18160 1.08844 1.30062
H -1.36079 7.87877 -0.81617
H -0.78359 6.52776 -2.65121
H -2.47580 6.38766 -2.15054
H -1.27800 4.21478 -3.67127
H -0.97807 1.80226 -3.20950
H -1.12561 4.89937 0.55289
H -2.00815 3.75713 2.21634
H -1.77730 2.26091 5.66286
H -3.11956 2.78078 4.64401
H -0.77404 4.30593 4.87411
H -0.56766 0.49745 4.58443
H 0.44232 -0.43317 2.52133
C -3.40064 -4.18628 2.83805
C -2.57010 -5.24914 2.48710
C -1.39277 -5.01705 1.80154
C -1.05804 -3.70763 1.47020
C -1.87023 -2.64490 1.81530
C -3.05473 -2.88836 2.50818
N 0.15885 -3.36466 0.74520
N 0.80213 -4.35776 0.39768
C 2.02833 -3.97142 -0.30618
C 3.22583 -4.41874 0.23088
C 4.39018 -4.06544 -0.42870
C 4.29883 -3.33085 -1.60188
C 3.04364 -2.97676 -2.06671
N 1.91334 -3.28190 -1.42233
H -4.32802 -4.37815 3.36370
H -2.84995 -6.26267 2.74616
H -0.74117 -5.82916 1.51482
H -1.60515 -1.64163 1.50617
H -3.70089 -2.06025 2.76527
H 3.22885 -5.00783 1.13749
H 5.35390 -4.36204 -0.03422
H 5.17793 -3.03016 -2.15530
H 2.92293 -2.39354 -2.97322
Cl -2.24825 -2.34807 -2.76544
C -3.51179 -1.83274 -1.56716
C -3.17149 -0.91921 -0.61002
C -4.19772 -0.58774 0.22804
Cl -3.87855 0.63123 1.52843
C -5.47387 -1.13365 0.19246
Cl -6.71146 -0.69366 1.33501
C -5.75614 -2.07986 -0.79323
Cl -7.32906 -2.79351 -0.89400
C -4.75925 -2.43626 -1.70005
Cl -5.10706 -3.60361 -2.93617
Br 2.90059 0.61200 -5.96299
C 3.70348 0.68876 -4.24901
C 5.05606 1.03853 -4.17714
C 5.70257 1.11238 -2.97792
Br 7.54296 1.58771 -2.93732
C 5.00487 0.82834 -1.77437
C 5.59715 0.87186 -0.49094
C 4.85284 0.57363 0.61146
C 3.50305 0.21456 0.43575
N 2.92293 0.15568 -0.73299
C 3.63680 0.47134 -1.84632
C 2.90721 0.40063 -3.12838
O 1.68741 0.08739 -3.16261
H 5.58913 1.25228 -5.09413
H 6.63957 1.14365 -0.39366
H 5.28305 0.60512 1.60424
H 2.88948 -0.03557 1.29736
*
```

Entry 5:
DFT (wB97M-V/def2-TZVPD) results for the ion C3H5OS with charge -1 at a distorted geometry.

Output
SMILES   O=CCC[S-]
Relative energy (zero: lowest compared OMol25 entry of this formula, charge and spin)   1.0812 eV
E_HOMO   -2.619 eV
LUMO level   4.191 eV
Electronic energy   -590.732588 Eh

The geometry in ORCA input format:
```
! RIJCOSX wB97M-V def2-TZVPD def2/J DEFGRID3
* xyz -1 1
O 2.38411 -0.00075 1.03851
C 1.29929 -0.45978 0.57725
C 0.13175 0.49344 0.20176
C -1.18221 -0.10664 -0.46870
S -0.75236 -1.35692 -1.62139
H 1.08021 -1.43284 0.70390
H 0.02016 1.30643 0.94912
H 0.52079 1.13253 -0.68295
H -1.92664 -0.35700 0.29590
H -1.57509 0.78153 -0.99341
*
```

Entry 6:
DFT (wB97M-V/def2-TZVPD) results for an isolated molecule of C5H10O2.

Output
SMILES   OCCOC1CC1
Relative energy (zero: lowest compared OMol25 entry of this formula, charge and spin)   2.7436 eV
E_HOMO   -9.423 eV
LUMO level   1.054 eV
Electronic energy   -346.924609 Eh

The geometry in ORCA input format:
```
! RIJCOSX wB97M-V def2-TZVPD def2/J DEFGRID3
* xyz 0 1
O 2.88704 -0.16980 -1.01715
C 2.38702 -0.10599 0.30119
C 0.89649 -0.31832 0.33949
C -1.83098 -0.61475 -0.41906
C -2.18483 0.45757 0.59003
C -1.09878 0.70791 -0.42091
O 0.27307 0.82947 -0.18186
H 2.38920 0.47439 -1.53741
H 2.61374 0.85286 0.79089
H 2.86618 -0.91554 0.85958
H 0.65900 -1.19093 -0.28028
H -1.36590 -1.49156 0.03466
H -2.48540 -0.88272 -1.24174
H -1.94974 0.26250 1.63311
H -3.10300 1.01199 0.41340
H 0.54664 -0.49583 1.36358
H -1.35671 1.49941 -1.12229
*
```